Record 1
12
Properties=species:S:1:pos:R:3:nbo_charge:R:1 method="wB97M-V/def2-TZVPD" largest_force_ha_per_bohr=0.0101 de_lowest_kcal_mol=42.22 homo_ev=-9.89 total_energy_ha=-306.439007 total_charge=0 smiles="O=CC1(O)CC1"
O 2.0762 0.5512 1.0722 -0.50
C 1.5398 -0.1521 0.2502 0.43
C 0.1571 0.1256 -0.2859 0.11
O 0.2130 0.8616 -1.4736 -0.68
C -0.9036 -0.9113 -0.1964 -0.42
C -0.9643 0.3236 0.6757 -0.43
H 2.0692 -1.0173 -0.1968 0.12
H 0.5092 1.7525 -1.2398 0.48
H -0.6659 -1.8662 0.2647 0.22
H -1.5892 -0.9663 -1.0355 0.23
H -0.7336 0.2229 1.7315 0.23
H -1.7079 1.0758 0.4336 0.23

Record 2
12
Properties=species:S:1:pos:R:3:nbo_charge:R:1 method="wB97M-V/def2-TZVPD" largest_force_ha_per_bohr=0.0725 de_lowest_kcal_mol=110.42 homo_ev=-9.29 total_energy_ha=-306.330328 total_charge=0
O -0.2950 2.7266 -0.8261 -0.51
C 0.0234 1.8906 -0.1197 0.46
C -0.6701 -0.2430 -0.2347 -0.55
C 0.7995 -0.2966 -0.6368 -0.01
O 1.0899 -0.9822 0.5780 -0.53
C -0.1998 -0.6504 1.1573 -0.05
H 1.1781 0.8960 -0.5209 0.15
H -1.6176 0.1689 -0.5885 0.26
H -0.6227 -1.2313 -0.7494 0.24
H 1.1194 -0.8358 -1.5573 0.19
H -0.0946 0.0953 1.9566 0.19
H -0.7105 -1.5380 1.5416 0.17

Record 3
12
Properties=species:S:1:pos:R:3:nbo_charge:R:1 method="wB97M-V/def2-TZVPD" largest_force_ha_per_bohr=0.0486 de_lowest_kcal_mol=93.92 homo_ev=-9.10 total_energy_ha=-306.356627 total_charge=0 smiles="C[C@H]1O[C@H]1C=O"
C -0.4544 0.9175 1.0356 -0.66
C 0.7103 0.6194 0.1655 0.16
O 1.5419 -0.4907 0.2726 -0.45
C 0.7056 -0.5868 -0.8572 -0.17
C -0.4166 -1.5381 -0.8921 0.38
O -1.5129 -1.1842 -1.2754 -0.54
H -0.9768 1.8151 0.6768 0.23
H -1.1638 0.0923 1.0352 0.24
H -0.0795 1.1115 2.0396 0.23
H 1.3185 1.4918 -0.1317 0.18
H 0.5383 0.3569 -1.4258 0.27
H -0.2107 -2.6046 -0.6431 0.13